Entry 1:
Formula: C56H45F4IKN4O6SSb
Source: the Open Molecules 2025 dataset
Level of theory: ωB97M-V/def2-TZVPD

Each line ends with the Mulliken charge.
Positions of all 119 atoms, in Å:
1 K -0.5164 -2.7637 0.0535  1.097
2 C 3.5471 -2.7508 1.7640  -1.146
3 N 2.7131 -3.0966 0.5959  0.146
4 C 3.1691 -3.9375 -0.2871  -0.358
5 C 2.5376 -4.3948 -1.5015  0.107
6 C 3.0343 -5.3430 -2.5663  -0.845
7 C 2.0571 -5.4504 -3.5122  -0.670
8 C 1.0283 -4.5669 -3.1092  -0.645
9 N 1.3092 -3.9608 -1.9263  0.073
10 C 2.6751 -2.0417 2.8159  0.167
11 C 2.1293 -2.7185 3.8899  -0.304
12 C 1.2657 -2.1469 4.8035  -0.895
13 C 1.0944 -0.7705 4.7434  -0.128
14 C 1.7921 -0.0180 3.8170  -0.346
15 C 2.4846 -0.6491 2.8056  0.154
16 H 4.5418 -2.1888 1.4701  0.209
17 H 3.8858 -3.6755 2.2504  0.441
18 H 4.2175 -4.3255 -0.2348  0.223
19 H 3.9953 -5.8256 -2.5254  0.375
20 H 2.0804 -6.0410 -4.4362  0.358
21 H 0.1918 -4.2348 -3.7032  0.517
22 H 2.4811 -3.7461 3.9569  0.264
23 H 0.8229 -2.8190 5.5325  0.357
24 H 0.3327 -0.3149 5.3642  0.362
25 H 1.6002 1.0910 3.7770  0.425
26 H 2.9747 0.0212 2.1070  0.329
27 I 6.0786 0.8252 0.1386  -0.651
28 F -2.1845 4.4570 -0.8581  -0.399
29 C -2.6085 3.5063 0.0184  0.587
30 C -1.7429 2.7646 0.6994  -0.076
31 N -2.0717 1.6754 1.4282  0.332
32 C -1.0998 0.7853 2.0948  -0.102
33 C 0.1997 0.5083 1.2586  0.325
34 O 0.1735 -0.4530 0.4404  -0.530
35 O 1.1016 1.4251 1.4313  -0.352
36 C -3.4178 1.3764 1.6330  -0.012
37 O -3.8492 0.2928 2.0258  -0.488
38 N -4.2871 2.3521 1.2368  -0.072
39 C -4.0456 3.1589 0.0883  0.041
40 O -4.9010 3.5729 -0.6869  -0.653
41 H -0.6834 2.9491 0.7278  0.413
42 H -1.7339 -0.0599 2.3190  -0.199
43 H -0.7195 1.3207 2.9834  0.000
44 H -5.2479 1.9601 1.2489  0.341
45 F 9.5073 6.3028 1.1494  -0.362
46 C 8.3027 5.6149 1.1291  0.527
47 C 7.3517 6.1271 0.2504  -0.851
48 C 6.0994 5.5030 0.2332  0.314
49 C 5.8057 4.4226 1.1239  -0.579
50 C 6.7976 4.0267 2.0334  -0.394
51 C 8.0989 4.5786 1.9957  -0.708
52 Sb 4.1471 3.0813 1.2882  0.614
53 C 3.6098 2.9241 -0.8766  -0.472
54 C 4.4603 3.2512 -1.9242  -0.281
55 C 4.0870 3.1076 -3.2501  -0.683
56 C 2.8896 2.3865 -3.5296  0.443
57 F 2.2858 2.3944 -4.7263  -0.349
58 C 2.1773 1.7794 -2.4905  -0.475
59 C 2.5803 2.0077 -1.1499  0.560
60 C 2.9566 4.9430 1.5892  -0.283
61 C 3.5191 6.0895 2.2079  -0.169
62 C 2.7765 7.2503 2.3998  -0.942
63 C 1.4446 7.2625 1.9527  0.524
64 F 0.8355 8.4939 1.8049  -0.352
65 C 0.8721 6.1616 1.2880  -0.608
66 C 1.6270 5.0143 1.1376  0.194
67 H 7.5565 6.8597 -0.5098  0.370
68 H 5.3486 5.9019 -0.4930  0.464
69 H 6.6014 3.2056 2.7357  0.245
70 H 8.9163 4.1270 2.5357  0.405
71 H 5.4346 3.7206 -1.6719  0.365
72 H 4.6671 3.4489 -4.0934  0.397
73 H 1.1682 1.3373 -2.6813  0.300
74 H 1.9862 1.6309 -0.3586  -0.050
75 H 4.5704 6.1701 2.4698  0.378
76 H 3.1648 8.1554 2.8433  0.418
77 H -0.1666 6.2498 0.9834  0.414
78 H 1.1529 4.0804 0.8364  0.034
79 C -3.3605 -5.6983 1.3579  -1.652
80 C -3.3180 -4.2665 1.8298  0.831
81 O -2.2861 -3.5770 1.6812  -0.613
82 C -4.5565 -3.6875 2.4607  0.665
83 C -5.7904 -4.4038 2.5527  -0.605
84 C -6.8179 -3.7068 3.2093  -0.408
85 C -6.7222 -2.4199 3.6968  -0.694
86 C -5.5892 -1.7156 3.4436  -0.354
87 C -4.4779 -2.3618 2.8417  -0.339
88 H -4.2198 -5.9784 0.8640  0.453
89 H -3.4679 -6.3669 2.2324  0.427
90 H -2.4710 -5.9818 0.8200  0.327
91 H -5.9719 -5.3961 2.1135  0.275
92 H -7.7969 -4.1378 3.2748  0.359
93 H -7.5401 -2.1207 4.2940  0.418
94 H -5.4736 -0.6374 3.5774  0.383
95 H -3.5419 -1.8246 2.8016  0.432
96 O -2.6537 -3.1902 -1.5249  -0.194
97 S -3.9440 -2.7152 -2.1462  -0.039
98 C -3.8154 -3.6425 -3.7557  0.575
99 C -4.9314 -3.6196 -4.5598  -0.504
100 C -4.9159 -4.3329 -5.7452  -0.584
101 C -3.8733 -5.2210 -6.0709  -0.478
102 C -2.8319 -5.3104 -5.1827  -0.428
103 C -2.7827 -4.4895 -4.0456  -0.511
104 C -3.6335 -0.9431 -2.6014  0.839
105 C -2.5684 -0.2459 -2.0896  -0.020
106 C -2.2644 1.0699 -2.5284  -0.587
107 C -3.1120 1.7435 -3.4418  -0.889
108 C -4.1525 1.0221 -3.9384  -0.710
109 C -4.4569 -0.2892 -3.4917  -0.335
110 H -5.7445 -2.8904 -4.2763  0.258
111 H -5.6934 -4.2165 -6.4831  0.346
112 H -3.8992 -5.8060 -7.0074  0.350
113 H -2.0693 -6.0482 -5.4067  0.408
114 H -1.9345 -4.4055 -3.3863  0.556
115 H -1.9324 -0.6387 -1.2617  0.100
116 H -1.4348 1.6302 -2.1297  0.857
117 H -2.8173 2.7322 -3.8209  0.415
118 H -4.8335 1.4702 -4.6352  0.357
119 H -5.3411 -0.7420 -3.9267  0.131

Values from the calculation:
Net charge   -2
HOMO   -0.0739 Eh
Gap between HOMO and LUMO   4.9 eV
Energy relative to the best compared isomer or geometry (same formula, charge and spin)   3.9983 eV

Entry 2:
Formula: C56H46CsF6N7O7S2
Source: the Open Molecules 2025 dataset
Level of theory: ωB97M-V/def2-TZVPD

Each line ends with the Mulliken charge.
Positions of all 125 atoms, in Å:
1 Cs 2.0025 0.8189 2.0734  2.975
2 C 2.3566 -0.2323 -7.0669  -0.417
3 C 2.5833 -1.3227 -6.2328  -0.639
4 C 2.1468 -1.3184 -4.9163  -0.648
5 C 1.4562 -0.2144 -4.3865  0.422
6 C 1.2585 0.8877 -5.2349  -0.216
7 C 1.6924 0.8755 -6.5549  -0.775
8 C 1.0163 -0.1702 -2.9807  -0.160
9 C 1.7414 -0.8695 -1.9275  -0.748
10 C 1.9214 -0.3265 -0.5919  -0.378
11 C 2.2583 -1.3762 0.1883  0.645
12 C 2.3072 -2.5283 -0.6721  -1.914
13 N 2.0859 -2.1538 -1.9918  -0.366
14 C 2.1994 -3.8321 -0.2188  0.689
15 C 1.4701 -4.0420 1.0060  -0.277
16 C 1.2976 -5.2263 1.8155  -1.129
17 C 0.2345 -4.9739 2.6483  -1.185
18 C -0.2200 -3.6399 2.3344  -0.119
19 C -1.4572 -2.9769 2.6164  0.931
20 C -2.6781 -3.7311 2.9672  -0.139
21 C -3.6317 -3.1504 3.8069  -0.117
22 C -4.7963 -3.8242 4.1415  -0.781
23 C -5.0376 -5.0968 3.6352  -0.323
24 C -4.1017 -5.6830 2.7927  -0.810
25 C -2.9347 -5.0076 2.4616  -0.240
26 C -1.5562 -1.6291 2.2736  -0.965
27 N -2.6022 -1.1430 1.5092  -0.411
28 C -2.1347 -0.0361 0.9238  -1.168
29 C -2.8116 0.5813 -0.2315  0.857
30 C -4.2648 0.8830 -0.1801  1.194
31 C -4.9468 1.6305 -1.1623  0.176
32 C -6.2966 1.9476 -1.0668  -0.868
33 C -7.0440 1.5640 0.0338  -0.541
34 C -6.3970 0.8508 1.0377  -0.765
35 C -5.0559 0.5198 0.9366  -0.883
36 C -2.0063 0.6972 -1.3766  0.622
37 C -2.4161 0.8145 -2.8001  -1.732
38 C -1.3152 0.6488 -3.5488  -1.344
39 C -0.2045 0.3909 -2.6135  0.352
40 N -0.6654 0.4618 -1.3380  0.374
41 C -0.8154 0.3087 1.4397  0.832
42 C -0.4693 -0.6969 2.2858  0.830
43 N 0.5686 -3.1094 1.3678  0.084
44 C 2.5805 -4.9575 -1.1045  0.148
45 C 1.8119 -6.1213 -1.2108  -0.287
46 C 2.2103 -7.1681 -2.0342  -0.783
47 C 3.3820 -7.0707 -2.7734  -0.344
48 C 4.1373 -5.9053 -2.7026  -0.841
49 C 3.7363 -4.8600 -1.8842  -0.170
50 H 2.7048 -0.2381 -8.0936  0.348
51 H 3.1075 -2.1912 -6.6177  0.390
52 H 2.3186 -2.1681 -4.2666  0.692
53 H 0.7847 1.7774 -4.8366  0.539
54 H 1.5290 1.7464 -7.1820  0.369
55 H 1.8253 0.7118 -0.3134  0.566
56 H 2.5162 -1.3883 1.2290  1.176
57 H 1.8950 -6.1264 1.7713  0.639
58 H -0.1851 -5.6322 3.3994  0.622
59 H -3.4407 -2.1538 4.1901  0.425
60 H -5.5218 -3.3581 4.7986  0.359
61 H -5.9520 -5.6225 3.8848  0.362
62 H -4.2904 -6.6666 2.3776  0.378
63 H -2.2217 -5.4531 1.7808  0.539
64 H -4.4197 2.0097 -2.0175  -0.193
65 H -6.7607 2.5255 -1.8590  0.374
66 H -8.0947 1.8219 0.1145  0.357
67 H -6.9483 0.5472 1.9207  0.407
68 H -4.5988 -0.0644 1.7188  0.466
69 H -3.4109 0.9022 -3.1995  0.477
70 H -1.2663 0.5798 -4.6268  0.528
71 H -0.2482 1.2005 1.2208  -0.403
72 H 0.4291 -0.7943 2.8689  -0.665
73 H 0.8806 -6.1833 -0.6625  0.534
74 H 1.5950 -8.0586 -2.1131  0.379
75 H 3.6991 -7.8893 -3.4099  0.362
76 H 5.0435 -5.8141 -3.2892  0.370
77 H 4.3107 -3.9434 -1.8369  0.439
78 F 7.1574 -1.0921 4.1300  -0.217
79 C 5.8747 -1.4510 4.1078  0.366
80 F 5.4657 -1.7031 5.3474  -0.196
81 F 5.7265 -2.5373 3.3605  -0.187
82 S 4.8493 -0.0752 3.4641  0.926
83 O 3.5080 -0.6166 3.4398  -0.679
84 O 5.0568 1.0118 4.3884  -0.837
85 N 5.5095 0.1227 2.0541  -0.420
86 S 5.3455 1.5994 1.4933  0.953
87 O 3.9734 2.0531 1.6197  -0.644
88 O 6.3877 2.5128 1.8522  -0.668
89 C 5.6217 1.3232 -0.3018  0.565
90 F 5.3571 2.4861 -0.8994  -0.230
91 F 4.8467 0.3785 -0.7881  -0.110
92 F 6.9057 1.0046 -0.4961  -0.243
93 O 2.3590 1.8519 5.2703  -0.615
94 H 3.2999 1.6953 5.1026  0.389
95 H 2.0150 0.9918 5.5605  0.369
96 C -4.9116 5.9714 -0.3168  -1.099
97 C -3.8556 6.2160 -1.3876  -0.746
98 N -2.5684 5.6420 -1.0094  0.471
99 C -2.2636 4.2773 -1.4679  -0.128
100 C -1.5080 4.2652 -2.7916  -0.633
101 C -1.7250 6.4115 -0.2870  0.268
102 O -1.9762 7.5745 0.0230  -0.712
103 C -0.4465 5.7763 0.1833  0.414
104 C 0.7722 6.1205 -0.3730  -0.133
105 C 1.9271 5.5680 0.1505  -0.931
106 C 1.8236 4.6953 1.2221  -0.360
107 N 0.6526 4.3544 1.7684  -0.496
108 C -0.4522 4.8836 1.2483  0.006
109 H -5.8879 6.3444 -0.6413  0.377
110 H -4.6283 6.4912 0.6013  0.318
111 H -5.0084 4.9073 -0.0984  0.248
112 H -3.7171 7.2837 -1.5313  0.457
113 H -4.1519 5.7743 -2.3406  0.370
114 H -3.2105 3.7483 -1.5688  -0.010
115 H -1.6975 3.7386 -0.7144  -0.003
116 H -2.0647 4.8084 -3.5625  0.299
117 H -1.3649 3.2353 -3.1235  0.016
118 H -0.5278 4.7354 -2.6764  0.213
119 H 0.8151 6.8284 -1.1935  0.493
120 H 2.8999 5.8182 -0.2549  0.438
121 H 2.7069 4.2539 1.6746  0.554
122 H -1.3929 4.5880 1.7080  0.412
123 O 1.5757 -0.9798 5.5580  -0.746
124 H 0.7866 -1.3833 5.1735  0.331
125 H 2.2635 -1.0676 4.8789  0.306

Values from the calculation:
Net charge   -2
HOMO   -0.0489 Eh
Gap between HOMO and LUMO   4.9 eV

What are the E_LUMO values for these records? In order: 0.107; 0.131 Ha.